# 1
Molecular formula: C31H31BrCrNO4S
Method: DFT, ωB97M-V/def2-TZVPD

Computed properties:
Spin multiplicity: 2
HOMO energy (alpha / beta) in eV: -8.054 / -8.087
Kohn-Sham gap (alpha / beta) in eV: 6.9734 / 7.5871
LUMO (alpha / beta) in eV: -1.081 / -0.499
E in Eh: -5572.362007
Expectation value of S²: 0.77
Energy relative to the best compared isomer or geometry (same formula, charge and spin) in kcal/mol: 14.4

```
70
C31H31BrCrNO4S (ωB97M-V/def2-TZVPD)
Cr 0.238 -0.849 -0.545
C -3.709 -0.360 0.356
C -2.519 -1.257 0.570
C -1.755 -1.163 1.736
C -1.940 -0.006 2.684
C -0.773 -2.128 2.006
C 0.007 -2.052 3.292
C -0.527 -3.156 1.086
C 0.379 -4.310 1.428
C -1.151 -3.129 -0.176
C -0.846 -4.218 -1.174
C -2.168 -2.188 -0.425
C -3.004 -2.272 -1.679
H -3.430 0.508 -0.248
H -4.113 -0.005 1.300
H -4.507 -0.895 -0.157
H -2.371 -0.320 3.638
H -2.561 0.769 2.247
H -0.967 0.443 2.881
H -0.558 -2.492 4.118
H 0.220 -1.016 3.545
H 0.963 -2.561 3.208
H 1.368 -4.180 0.979
H -0.038 -5.241 1.048
H 0.500 -4.416 2.502
H -1.515 -5.070 -1.019
H 0.180 -4.560 -1.076
H -0.976 -3.879 -2.198
H -3.875 -2.908 -1.496
H -2.458 -2.703 -2.513
H -3.362 -1.290 -1.985
S 2.025 -2.478 -1.024
C 1.383 -2.045 -2.560
C 1.967 -2.236 -3.813
C 1.303 -1.757 -4.922
C 0.071 -1.114 -4.777
C -0.438 -0.942 -3.512
N 0.205 -1.401 -2.428
H 2.921 -2.739 -3.882
H 1.744 -1.876 -5.903
H -0.457 -0.712 -5.629
H -1.376 -0.439 -3.333
O 1.779 0.441 -0.679
C 1.780 0.625 0.575
O 0.962 -0.045 1.264
C 2.716 1.591 1.193
C 2.664 1.820 2.564
C 3.550 2.712 3.144
C 4.489 3.368 2.358
C 4.532 3.146 0.989
C 3.645 2.259 0.401
H 1.927 1.296 3.158
H 3.510 2.898 4.210
H 5.189 4.055 2.817
H 5.257 3.666 0.375
H 3.654 2.077 -0.665
Br -1.996 4.253 -3.011
C -1.176 4.295 -1.303
C -1.038 5.538 -0.706
C -0.512 5.639 0.572
C -0.183 4.496 1.280
C -0.356 3.255 0.695
C -0.812 3.129 -0.616
C -0.717 1.755 -1.237
O -0.356 1.636 -2.400
O -0.969 0.778 -0.419
H -1.347 6.423 -1.246
H -0.371 6.617 1.015
H 0.213 4.571 2.285
H -0.115 2.348 1.236
```


# 2
Molecular formula: C45H41GeIMnN3O8
Method: DFT, ωB97M-V/def2-TZVPD

Computed properties:
Spin multiplicity: 6
HOMO energy (alpha / beta) in eV: -9.532 / -9.815
Kohn-Sham gap (alpha / beta) in eV: 5.7078 / 6.3230
LUMO (alpha / beta) in eV: -3.824 / -3.492
Total charge: +1
E in Eh: -6031.045252
Expectation value of S²: 8.81

```
100
C45H41GeIMnN3O8 (ωB97M-V/def2-TZVPD)
Mn -0.196 1.120 0.245
C -0.478 2.346 4.581
C 0.547 1.300 4.275
N 1.221 0.766 5.269
C 2.186 -0.127 5.000
C 2.547 -0.503 3.729
C 3.739 -1.408 3.543
O 3.505 -2.487 2.653
C 1.810 0.022 2.642
C 2.274 -0.276 1.298
N 1.706 0.088 0.205
C 2.433 -0.079 -1.006
C 3.827 -0.089 -1.039
C 4.508 -0.271 -2.230
C 3.816 -0.422 -3.422
C 2.432 -0.347 -3.425
C 1.766 -0.164 -2.226
I -0.299 0.102 -2.266
C 0.773 0.915 2.925
O -0.057 1.434 2.039
H -0.514 2.505 5.655
H -1.467 2.064 4.219
H -0.227 3.283 4.082
H 2.715 -0.530 5.856
H 4.063 -1.766 4.523
H 4.578 -0.851 3.118
H 2.950 -3.145 3.090
H 3.209 -0.826 1.242
H 4.387 0.087 -0.131
H 5.589 -0.270 -2.228
H 4.346 -0.563 -4.352
H 1.883 -0.420 -4.353
O 2.291 2.887 0.983
C 1.446 3.411 0.297
O 0.479 2.711 -0.314
C 1.379 4.870 0.029
C 2.407 5.665 0.521
C 2.417 7.046 0.323
C 1.361 7.572 -0.379
O 1.135 8.873 -0.694
C -0.071 8.897 -1.464
O -0.582 7.565 -1.514
C 0.333 6.782 -0.870
C 0.307 5.428 -0.688
H 3.206 5.187 1.069
H 3.211 7.672 0.701
H 0.157 9.238 -2.476
H -0.796 9.546 -0.973
H -0.494 4.818 -1.077
C 3.024 -4.098 -3.777
C 3.580 -3.635 -2.592
C 2.793 -3.510 -1.458
C 1.442 -3.866 -1.488
C 0.892 -4.320 -2.688
C 1.679 -4.436 -3.825
Ge 0.349 -3.685 0.092
C -1.526 -4.138 -0.211
C -2.297 -3.390 -1.107
C -3.658 -3.623 -1.257
C -4.279 -4.621 -0.516
C -3.529 -5.383 0.374
C -2.168 -5.136 0.530
C 1.021 -4.663 1.624
C 0.441 -4.500 2.885
C 0.964 -5.132 4.005
C 2.082 -5.946 3.878
C 2.669 -6.124 2.633
C 2.147 -5.483 1.517
H 3.639 -4.197 -4.661
H 4.628 -3.368 -2.553
H 3.238 -3.133 -0.543
H -0.154 -4.599 -2.738
H 1.243 -4.799 -4.747
H -1.830 -2.609 -1.696
H -4.233 -3.034 -1.958
H -5.336 -4.816 -0.646
H -3.995 -6.191 0.925
H -1.598 -5.757 1.209
H -0.424 -3.853 3.005
H 0.503 -4.991 4.974
H 2.493 -6.443 4.747
H 3.539 -6.757 2.528
H 2.622 -5.631 0.557
O -3.917 -0.311 0.722
C -2.749 -0.553 0.971
O -1.729 0.009 0.461
C -2.432 -1.680 1.949
N -3.749 -2.355 2.241
C -4.006 -2.293 3.722
C -2.627 -2.085 4.327
C -1.897 -1.213 3.306
H -1.781 -2.405 1.466
H -3.751 -3.308 1.870
H -4.424 -1.785 1.697
H -4.505 -3.208 4.034
H -4.668 -1.448 3.898
H -2.121 -3.046 4.451
H -2.691 -1.616 5.307
H -0.817 -1.328 3.360
H -2.124 -0.157 3.456
```


# 3
Molecular formula: C9H24BrO4PSi
Method: DFT, ωB97M-V/def2-TZVPD

Computed properties:
Spin multiplicity: 1
HOMO energy in eV: -10.098
Kohn-Sham gap in eV: 10.3245
LUMO in eV: 0.227
E in Eh: -3863.146978
Energy relative to the best compared isomer or geometry (same formula, charge and spin) in kcal/mol: 20.0
SMILES: CC[C@H]([SiH3])Br.CCOP(=O)(OCC)OCC

```
40
C9H24BrO4PSi (ωB97M-V/def2-TZVPD)
C -2.891 2.718 2.004
C -2.430 4.126 2.437
C -1.159 4.159 3.296
Si 0.422 3.569 2.438
Br -1.420 3.248 5.025
H -2.088 1.978 1.945
H -3.303 2.806 0.992
H -3.683 2.312 2.636
H -2.340 4.787 1.568
H -3.232 4.555 3.052
H -0.993 5.210 3.562
H 1.579 3.802 3.325
H 0.598 4.228 1.126
H 0.314 2.121 2.147
C -0.639 -2.256 1.250
C -0.478 -3.239 0.104
O -0.424 -2.577 -1.154
P 0.991 -1.933 -1.683
O 1.940 -3.085 -1.630
O 0.684 -1.847 -3.283
C 1.504 -2.530 -4.229
C 0.947 -3.905 -4.541
O 0.456 -0.366 -1.570
C 0.882 0.487 -0.504
C 2.303 0.241 -0.046
H 0.274 -1.670 1.389
H -0.842 -2.780 2.185
H -1.456 -1.561 1.052
H 0.406 -3.864 0.254
H -1.345 -3.900 0.070
H 2.534 -2.590 -3.877
H 1.515 -1.925 -5.138
H 0.713 -4.462 -3.635
H 1.655 -4.483 -5.137
H 0.018 -3.811 -5.107
H 0.181 0.396 0.331
H 0.798 1.513 -0.869
H 2.430 -0.778 0.339
H 2.573 0.937 0.749
H 3.003 0.370 -0.874
```


# 4
Molecular formula: C3H7BrN2S
Method: DFT, ωB97M-V/def2-TZVPD

Computed properties:
Spin multiplicity: 1
HOMO energy (alpha / beta) in eV: -7.420 / -8.045
Kohn-Sham gap (alpha / beta) in eV: 8.0851 / 8.1876
LUMO (alpha / beta) in eV: 0.666 / 0.143
E in Eh: -3200.068286
Energy relative to the best compared isomer or geometry (same formula, charge and spin) in kcal/mol: 67.7

```
14
C3H7BrN2S (ωB97M-V/def2-TZVPD)
C -1.705 0.171 0.190
C -1.212 -1.279 -0.074
C 1.354 -0.600 0.516
N 2.102 1.980 -0.862
N 1.074 1.828 -0.307
S 0.555 -1.443 -0.789
Br 3.228 -0.398 0.301
H -1.183 0.712 0.902
H -1.671 0.736 -0.830
H -2.769 0.000 0.495
H -1.851 -1.787 -0.745
H -1.208 -1.846 0.897
H 0.970 -0.942 1.524
H 2.317 2.866 -1.218
```


# 5
Molecular formula: C3H9NO
Method: DFT, ωB97M-V/def2-TZVPD

Computed properties:
Spin multiplicity: 1
HOMO energy in eV: -9.300
Kohn-Sham gap in eV: 10.2593
LUMO in eV: 0.959
E in Eh: -249.675271
Energy relative to the best compared isomer or geometry (same formula, charge and spin) in kcal/mol: 24.1
SMILES: NCCCO

```
14
C3H9NO (ωB97M-V/def2-TZVPD)
N -1.645 -0.707 -0.573
C -0.268 -0.754 -1.046
C 0.552 0.463 -0.575
C 0.526 0.535 0.946
O 1.520 1.445 1.431
H -2.282 -1.328 -1.051
H -1.649 -0.959 0.411
H -0.127 -0.893 -2.108
H 0.262 -1.602 -0.567
H 1.576 0.314 -0.885
H 0.082 1.373 -0.931
H -0.469 0.860 1.263
H 0.716 -0.458 1.387
H 1.206 1.711 2.299
```


# 6
Molecular formula: C17H23I2LaN2O
Method: DFT, ωB97M-V/def2-TZVPD

Computed properties:
Spin multiplicity: 1
HOMO energy in eV: 1.144
Kohn-Sham gap in eV: 3.2603
LUMO in eV: 4.404
Total charge: -2
E in Eh: -1473.182125
Energy relative to the best compared isomer or geometry (same formula, charge and spin) in kcal/mol: 0.0

```
46
C17H23I2LaN2O (ωB97M-V/def2-TZVPD)
C 1.532 4.650 0.463
I -1.909 3.401 -0.051
H 1.593 4.648 -0.701
H 2.581 4.850 1.024
H 0.557 5.376 0.598
C 4.429 -0.456 0.058
C 2.534 0.686 -0.124
N 3.138 -0.388 0.470
H 5.550 0.834 -1.378
I 0.264 -0.091 -3.195
N 3.492 1.244 -0.914
H 5.116 -1.287 0.391
La 0.267 1.491 -0.652
C 1.133 3.058 1.342
O 1.742 2.994 2.358
C 4.677 0.534 -0.789
C 3.288 2.356 -1.857
H 2.783 2.011 -2.755
H 4.264 2.755 -2.118
H 2.712 3.138 -1.387
C 2.475 -1.392 1.292
H 3.233 -1.910 1.879
H 1.950 -2.117 0.670
H 1.759 -0.923 1.956
C -2.642 -0.651 2.222
C -2.518 -0.400 0.724
C -3.607 0.578 0.236
C -1.141 0.162 0.528
C -2.607 -1.711 -0.082
C -3.339 -1.895 -1.270
C -3.436 -3.152 -1.875
C -2.673 -4.226 -1.391
C -1.943 -4.057 -0.200
C -1.854 -2.792 0.394
H -2.639 0.317 2.743
H -1.795 -1.256 2.564
H -3.599 -1.165 2.417
H -3.646 1.465 0.904
H -3.384 0.928 -0.802
H -4.607 0.075 0.261
H -0.418 -0.567 0.942
H -3.883 -1.024 -1.650
H -4.047 -3.209 -2.796
H -2.787 -5.197 -1.900
H -1.388 -4.942 0.171
H -1.210 -2.746 1.280
```


# 7
Molecular formula: H8O4
Method: DFT, ωB97M-V/def2-TZVPD

Computed properties:
Spin multiplicity: 1
HOMO energy in eV: -11.180
Kohn-Sham gap in eV: 11.5909
LUMO in eV: 0.411
E in Eh: -305.733237
Energy relative to the best compared isomer or geometry (same formula, charge and spin) in kcal/mol: 28.8
SMILES: O.O.O.O

```
12
H8O4 (ωB97M-V/def2-TZVPD)
O 1.477 -4.797 -2.973
H 0.871 -4.101 -2.783
H 2.328 -4.428 -2.822
O -2.616 -0.634 -0.639
H -2.576 -1.108 -1.496
H -1.761 -0.374 -0.255
O 0.435 3.197 2.892
H -0.481 2.912 3.060
H 0.426 4.106 2.539
O 0.509 1.857 0.517
H 0.907 0.969 0.654
H 0.480 2.401 1.306
```


# 8
Molecular formula: C17H24AuBBrIN8O2P
Method: DFT, ωB97M-V/def2-TZVPD

Computed properties:
Spin multiplicity: 1
HOMO energy (alpha / beta) in eV: -15.223 / -15.223
Kohn-Sham gap (alpha / beta) in eV: 3.6716 / 3.6668
LUMO (alpha / beta) in eV: -11.552 / -11.556
Total charge: +3
E in Eh: -4623.411211
Energy relative to the best compared isomer or geometry (same formula, charge and spin) in kcal/mol: 57.1

```
56
C17H24AuBBrIN8O2P (ωB97M-V/def2-TZVPD)
Au 1.153 -0.276 0.833
C 5.076 1.318 1.876
C 3.700 1.438 1.980
N 3.124 0.462 1.264
N 4.100 -0.321 0.735
C 5.284 0.198 1.088
B 3.791 -1.670 0.022
N 2.877 -1.506 -1.225
C 3.081 -1.898 -2.491
C 1.929 -1.676 -3.227
C 1.022 -1.135 -2.327
N 1.616 -1.020 -1.133
N 2.949 -2.479 1.049
C 3.148 -3.634 1.690
C 2.085 -3.859 2.558
C 1.238 -2.776 2.408
N 1.793 -1.969 1.485
H 5.822 1.960 2.311
H 3.105 2.163 2.512
H 6.202 -0.260 0.756
H 4.792 -2.243 -0.258
H 4.034 -2.304 -2.791
H 1.767 -1.892 -4.268
H -0.003 -0.831 -2.468
H 4.027 -4.225 1.492
H 1.940 -4.700 3.214
H 0.300 -2.543 2.887
N -2.489 3.770 1.191
C -2.066 2.888 0.042
P -0.218 2.831 0.040
O 0.202 3.932 0.955
O 0.146 1.385 0.300
C 0.492 3.305 -1.599
N 1.021 4.712 -1.493
H -1.635 4.203 1.593
H -2.960 3.239 1.927
H -3.125 4.516 0.900
H -2.474 3.283 -0.886
H -2.460 1.880 0.186
H -0.199 3.221 -2.436
H 1.332 2.636 -1.782
H 1.945 4.813 -1.920
H 1.082 4.942 -0.482
H 0.407 5.399 -1.936
Br -4.041 -3.314 2.013
C -5.066 -2.601 0.601
C -6.404 -2.961 0.514
C -7.194 -2.460 -0.510
C -6.649 -1.622 -1.471
C -5.315 -1.255 -1.393
C -4.540 -1.740 -0.350
I -2.542 -1.102 -0.246
H -6.820 -3.635 1.249
H -8.239 -2.733 -0.555
H -7.260 -1.249 -2.281
H -4.883 -0.607 -2.144
```


# 9
Molecular formula: C5H16N2O
Method: DFT, ωB97M-V/def2-TZVPD

Computed properties:
Spin multiplicity: 1
HOMO energy in eV: -18.104
Kohn-Sham gap in eV: 9.9526
LUMO in eV: -8.151
Total charge: +2
E in Eh: -384.179683
Energy relative to the best compared isomer or geometry (same formula, charge and spin) in kcal/mol: 47.7

```
24
C5H16N2O (ωB97M-V/def2-TZVPD)
C -0.908 -2.248 -0.618
C 0.314 -1.453 -0.437
C 0.236 -0.525 0.778
C -0.599 0.632 0.423
C 1.153 2.302 0.558
N 0.208 1.795 -0.112
N 1.518 -2.409 -0.335
H -1.862 -1.773 -1.040
H -0.798 -3.017 -1.406
H -1.354 -2.839 0.182
H 0.442 -0.891 -1.391
H 1.252 -0.465 1.242
H -0.079 -1.149 1.671
H -1.013 1.112 1.390
H -1.388 0.452 -0.327
H 1.672 3.254 0.354
H 1.399 1.958 1.568
H 0.107 2.179 -1.054
H 2.350 -2.238 -0.912
H 1.219 -3.395 -0.488
H 1.802 -2.548 0.635
H -2.364 4.080 0.362
H -1.348 3.802 -0.827
O -1.959 3.384 -0.215
```


# 10
Molecular formula: C22H35F3N3P2STb
Method: DFT, ωB97M-V/def2-TZVPD

Computed properties:
Spin multiplicity: 7
HOMO energy (alpha / beta) in eV: -13.998 / -14.019
Kohn-Sham gap (alpha / beta) in eV: 7.9235 / 8.2131
LUMO (alpha / beta) in eV: -6.075 / -5.806
Total charge: +2
E in Eh: -3228.140746
Expectation value of S²: 12.67
Energy relative to the best compared isomer or geometry (same formula, charge and spin) in kcal/mol: 0.0

```
67
C22H35F3N3P2STb (ωB97M-V/def2-TZVPD)
Tb 0.506 0.462 -0.090
C 0.541 2.068 2.797
N 0.817 0.673 2.386
C -0.084 -0.202 3.162
C 2.223 0.333 2.714
C 3.217 0.966 1.732
N 2.962 0.543 0.333
C 3.569 1.532 -0.585
C 3.613 -0.758 0.087
H 0.731 2.198 3.868
H -0.505 2.314 2.600
H 1.164 2.773 2.244
H 0.095 -0.102 4.238
H 0.062 -1.249 2.885
H -1.123 0.069 2.962
H 2.323 -0.758 2.691
H 2.473 0.669 3.729
H 4.235 0.692 2.037
H 3.142 2.057 1.778
H 4.640 1.644 -0.380
H 3.091 2.511 -0.472
H 3.450 1.193 -1.618
H 4.703 -0.660 0.134
H 3.351 -1.126 -0.909
H 3.304 -1.485 0.840
F 0.438 5.380 -4.436
C 0.412 4.738 -3.271
F -0.679 5.154 -2.616
F 1.484 5.144 -2.576
C 0.417 3.240 -3.451
C 0.429 2.685 -4.712
C 0.460 1.296 -4.836
C 0.498 0.534 -3.691
N 0.483 1.048 -2.448
C 0.421 2.406 -2.315
S 0.342 3.015 -0.712
H 0.416 3.319 -5.584
H 0.463 0.832 -5.807
H 0.544 -0.549 -3.748
C -3.347 1.309 1.019
P -2.281 0.128 0.106
C -3.164 0.056 -1.503
C -2.666 -1.521 0.828
C -3.916 -1.736 1.401
C -4.246 -2.954 1.969
C -3.332 -3.992 1.936
C -2.094 -3.805 1.350
C -1.729 -2.572 0.810
P -0.045 -2.353 0.088
C 1.006 -3.565 0.991
C -0.214 -3.212 -1.530
H -4.397 1.165 0.770
H -3.062 2.322 0.728
H -3.211 1.204 2.095
H -4.188 -0.290 -1.349
H -2.660 -0.615 -2.200
H -3.188 1.059 -1.935
H -4.648 -0.943 1.414
H -5.212 -3.087 2.433
H -3.586 -4.948 2.369
H -1.411 -4.639 1.325
H 0.638 -4.582 0.854
H 1.041 -3.339 2.057
H 2.020 -3.522 0.587
H -0.629 -4.211 -1.380
H 0.766 -3.306 -2.004
H -0.874 -2.647 -2.191
```


# 11
Molecular formula: C8H16BrClSi
Method: DFT, ωB97M-V/def2-TZVPD

Computed properties:
Spin multiplicity: 1
HOMO energy (alpha / beta) in eV: -8.341 / -7.659
Kohn-Sham gap (alpha / beta) in eV: 8.2676 / 6.0047
LUMO (alpha / beta) in eV: -0.073 / -1.654
E in Eh: -3638.045093
Energy relative to the best compared isomer or geometry (same formula, charge and spin) in kcal/mol: 23.7

```
27
C8H16BrClSi (ωB97M-V/def2-TZVPD)
C 4.951 0.142 -0.632
C 4.613 -0.081 0.743
C 5.537 -0.923 1.563
C -5.020 -0.369 -1.425
C 3.422 0.270 1.274
C -4.780 0.722 -0.382
C -3.340 1.182 -0.385
C -2.457 0.043 -0.042
Si -0.540 0.295 0.074
Cl 0.263 -1.390 0.965
Br 0.267 0.165 -1.987
H 4.531 0.850 -1.257
H 5.839 -0.420 -0.947
H 5.189 -1.177 2.562
H 5.604 -1.802 0.991
H 6.553 -0.595 1.573
H -4.174 -0.286 -2.163
H -4.754 -1.300 -0.953
H -5.976 -0.381 -1.960
H 2.517 0.606 0.635
H 3.377 0.030 2.279
H -4.922 0.325 0.697
H -5.289 1.732 -0.610
H -2.884 1.577 -1.230
H -3.157 2.050 0.404
H -2.537 -0.834 -0.710
H -2.831 -0.432 0.922
```


> Which of these has the highest E?

C3H9NO


> What is the formula in the second record?

C45H41GeIMnN3O8


> What is the formula in the eleventh record?

C8H16BrClSi


> The highest spin multiplicity belongs to which entry?

C22H35F3N3P2STb